17
Properties=species:S:1:pos:R:3:forces:R:3:nbo_charge:R:1 method="wB97M-V/def2-TZVPD" orbital_gap_ev=10.8 largest_force_ev_per_a=0.87 e_lumo_ha=0.0251 relative_energy_ev=0.000
C 2.563 -0.358 -0.212 -0.3217 -0.0684 -0.0742 -0.61
C 1.242 -0.084 0.515 -0.0592 0.0675 0.0338 -0.39
C 0.180 0.539 -0.390 0.1152 -0.0295 0.2883 -0.38
C -1.216 0.570 0.245 0.2382 -0.3881 -0.0583 -0.81
B -2.329 -0.268 -0.463 -0.1627 0.2000 0.0023 0.86
O -3.582 -0.362 0.110 0.1890 -0.7149 -0.4638 -0.91
H 3.428 -0.050 0.366 0.1225 -0.0099 0.0472 0.21
H 2.658 -1.416 -0.442 0.1132 -0.0945 -0.0263 0.21
H 2.575 0.168 -1.165 0.1494 0.1384 -0.0510 0.20
H 0.839 -1.007 0.932 0.0418 -0.1099 0.0717 0.19
H 1.408 0.584 1.361 -0.0142 0.0342 0.1065 0.19
H 0.160 -0.033 -1.318 -0.0480 0.0707 -0.1789 0.20
H 0.505 1.552 -0.621 0.0223 0.0481 -0.2495 0.20
H -1.165 0.197 1.276 0.0258 0.1039 0.1698 0.23
H -1.597 1.589 0.341 -0.0863 0.0976 0.0143 0.25
H -2.146 -0.839 -1.504 -0.0810 0.2296 -0.1468 -0.13
H -3.525 -0.782 0.969 -0.2442 0.4252 0.5148 0.50

49
Properties=species:S:1:pos:R:3:forces:R:3:nbo_charge:R:1 method="wB97M-V/def2-TZVPD" orbital_gap_ev="8.8 / 4.8" multiplicity=4 largest_force_ev_per_a=4.18 e_lumo_ha="-0.2111 / -0.3592" s2=3.77 relative_energy_ev=1.943 total_charge=+2
Pt -0.122 -0.730 -1.313 0.5832 -0.8121 0.8653 1.18
C -1.028 -1.688 2.965 -0.5390 -1.4426 0.0845 -0.31
C -0.851 -2.106 1.614 -1.0514 -0.4141 0.4743 -0.02
N -0.897 -1.038 0.814 0.3949 -1.5839 -0.1778 -0.35
N -1.114 0.016 1.610 -0.1105 -0.3459 -2.3338 -0.42
C -1.234 -0.338 2.887 0.1094 1.6285 1.0307 0.02
B -1.196 1.311 0.927 1.3564 2.9858 -0.1240 1.03
N -1.681 1.620 -0.519 -1.2697 -0.9697 -0.9095 -0.39
C -2.431 2.662 -1.041 0.3852 -2.3083 -1.8339 0.03
C -2.785 2.291 -2.350 -1.4369 0.8308 -0.6406 -0.31
C -2.300 1.006 -2.563 0.5382 1.6126 2.2428 0.03
N -1.637 0.624 -1.498 0.5722 0.5009 1.7402 -0.36
N 0.520 1.684 0.656 0.3144 -0.3234 0.0874 -0.25
C 1.381 2.450 1.229 2.5142 -1.9808 -2.6892 0.16
C 2.709 2.097 0.518 -2.9951 0.2701 0.5679 0.01
C 2.421 1.137 -0.458 -0.3680 1.0504 1.4715 -0.04
N 1.167 0.892 -0.329 -2.6347 -1.5499 -0.9563 -0.21
N -1.676 2.367 1.868 -1.4267 0.1317 0.2451 -0.45
C -3.038 2.491 2.055 -0.5703 0.5333 0.7807 -0.04
C -3.267 2.956 3.375 -0.0484 0.7476 0.3490 -0.32
C -1.924 3.129 3.860 -0.7503 -0.9045 -1.2344 -0.02
N -1.007 2.708 2.995 0.2334 0.4748 0.3923 -0.33
H -1.163 -2.381 3.818 0.2878 0.8527 -0.6639 0.27
H -0.997 -3.142 1.240 0.8314 0.9660 0.1493 0.25
H -1.387 0.555 3.530 0.0059 -1.4501 0.1795 0.27
H -2.735 3.517 -0.507 0.0678 0.7441 0.6364 0.26
H -3.446 2.768 -3.130 0.9547 -0.0925 1.4531 0.28
H -2.358 0.308 -3.310 -0.3102 -1.0818 -2.1406 0.24
H 1.172 3.129 1.998 -0.3432 0.7776 1.0063 0.29
H 3.628 2.488 0.624 2.9365 1.6179 0.8856 0.23
H 3.064 0.659 -1.164 0.1723 -0.2372 -0.2324 0.26
H -3.636 2.282 1.148 -0.1367 0.0618 1.2723 0.23
H -4.171 3.279 4.086 1.9061 -1.0011 -2.4694 0.29
H -1.633 3.519 4.804 0.2473 0.1743 0.5813 0.23
O 0.587 -1.180 -3.744 0.4391 0.4063 0.6882 -0.70
C 0.989 -2.547 -3.588 0.0094 0.6277 -0.0278 -0.11
C 1.845 -2.853 -2.410 -0.8573 1.2281 0.3402 0.19
C 2.905 -3.707 -2.476 -0.5318 -0.5594 -0.4150 -0.23
C 3.643 -3.897 -1.345 0.8576 0.3493 -0.1170 -0.10
C 3.467 -3.111 -0.216 -2.0983 -0.6768 -0.9673 -0.23
C 2.262 -2.382 -0.168 1.0851 -0.0108 -0.4026 0.06
N 1.472 -2.241 -1.253 0.5736 0.1952 -0.0059 -0.54
H 1.367 -0.611 -3.796 0.0166 -0.0427 -0.3392 0.49
H 1.441 -2.906 -4.482 0.3426 -0.3134 -0.7880 0.22
H 0.060 -3.017 -3.439 -1.2490 -1.0510 -0.0417 0.21
H 3.135 -4.321 -3.348 -0.2387 0.4873 0.0123 0.26
H 4.405 -4.622 -1.509 0.8471 -0.3281 0.8043 0.25
H 4.107 -3.274 0.600 0.5112 0.2356 1.1472 0.25
H 1.967 -1.854 0.729 -0.1277 -0.0102 0.0225 0.22

24
Properties=species:S:1:pos:R:3:forces:R:3:nbo_charge:R:1 method="wB97M-V/def2-TZVPD" orbital_gap_ev="2.4 / 8.9" multiplicity=2 largest_force_ev_per_a=0.96 e_lumo_ha="0.1444 / 0.1394" s2=0.75 relative_energy_ev=0.414 total_charge=-1
N 1.956 -1.898 0.941 -0.6085 -0.0740 -0.3771 -0.93
C 1.162 -0.721 1.269 -0.0505 -0.3966 0.5099 -0.40
C 0.621 -0.766 2.710 0.3536 0.4794 -0.4225 -0.70
C 0.044 -0.504 0.259 -0.2327 -0.0196 -0.0336 -0.26
N -0.430 0.868 0.334 -0.1561 0.0816 -0.1457 -0.66
C -1.523 1.237 -0.560 0.1530 -0.7306 0.6078 -0.23
C -1.196 1.580 -2.004 -0.3455 0.4738 -0.1659 -0.50
C -0.919 0.407 -2.950 0.1905 -0.0658 0.0030 -0.66
H 2.926 -1.671 0.756 0.1425 -0.0458 0.2035 0.31
H 1.854 -2.628 1.627 0.3053 -0.0193 0.1180 0.34
H 1.817 0.149 1.246 0.1526 0.1808 -0.2214 0.12
H -0.239 -1.426 2.826 0.0344 -0.1367 0.0146 0.18
H 0.341 0.250 2.990 -0.2679 0.0673 0.0745 0.21
H 1.431 -1.045 3.382 -0.0062 -0.2075 0.1149 0.20
H -0.801 -1.160 0.494 -0.0327 -0.0700 0.1012 0.16
H 0.377 -0.829 -0.729 0.3400 0.1575 -0.1286 0.16
H 0.355 1.502 0.222 0.0032 0.0627 0.0120 0.33
H -2.082 2.038 -0.077 0.0603 0.4165 -0.1205 0.18
H -2.225 0.391 -0.544 0.0430 0.0524 -0.1287 0.17
H -2.068 2.138 -2.363 -0.0724 -0.0647 -0.1600 0.18
H -0.391 2.317 -2.053 0.1659 -0.0888 0.1896 0.19
H -1.629 0.410 -3.772 -0.2087 -0.1141 -0.1224 0.19
H 0.068 0.466 -3.414 0.0740 -0.0312 0.1625 0.20
H -0.984 -0.556 -2.439 -0.0370 0.0925 -0.0853 0.21

186
Properties=species:S:1:pos:R:3:forces:R:3:lowdin_charge:R:1 method="wB97M-V/def2-TZVPD" orbital_gap_ev=8.6 largest_force_ev_per_a=3.41 e_lumo_ha=0.0184
C 14.759 13.283 20.084 -2.2705 0.6970 -0.2567 -0.10
C 15.724 13.639 21.190 1.0812 -1.3828 -0.9203 -0.26
C 15.257 13.148 22.530 0.1554 0.3319 1.5673 -0.20
C 15.068 11.693 22.582 0.4406 0.9869 -0.0368 -0.24
N 15.128 10.552 22.633 -0.2701 -0.8000 -0.0271 0.15
H 14.483 12.224 19.899 0.4760 0.2477 0.8262 0.07
H 15.049 13.608 19.091 0.3395 0.5146 -0.1082 0.05
H 13.774 13.807 20.324 0.9419 -0.6044 -0.4920 0.09
H 16.000 14.673 21.235 -0.4805 0.8519 -0.0113 0.09
H 16.689 13.180 20.958 0.0482 -0.2505 0.1864 0.08
H 14.345 13.691 22.830 0.0755 -0.3787 -0.0388 0.09
H 16.037 13.384 23.310 -0.7679 -0.1911 -0.8040 0.09
O 14.629 17.134 14.758 -1.3882 -0.8002 -0.9264 -0.31
P 13.835 16.087 14.006 1.4226 0.3220 0.4310 0.58
N 12.526 16.639 13.093 0.3917 -1.6313 0.2912 -0.31
C 11.382 15.794 12.648 1.3199 -1.3108 2.1366 -0.10
C 12.747 17.926 12.472 -2.1178 0.8193 0.0429 -0.12
N 13.119 14.924 14.974 0.0432 -0.9984 0.3227 -0.30
C 14.029 13.799 15.346 -0.7395 1.2029 -0.3718 -0.07
C 12.274 15.432 16.036 -0.1892 0.4062 0.1313 -0.11
N 14.976 15.273 13.042 -3.1281 1.1868 0.6398 -0.36
C 14.546 14.396 12.013 0.6940 -1.5107 -0.1320 -0.13
C 16.330 15.079 13.398 0.4550 1.9219 -0.7400 -0.12
H 10.505 16.269 12.946 -1.6936 1.2526 0.1719 0.05
H 11.297 14.829 13.250 0.7504 1.1476 -0.8186 0.10
H 11.313 15.543 11.611 0.4465 0.1013 -0.8661 0.07
H 12.816 17.809 11.355 0.3313 0.4729 1.0118 0.09
H 13.617 18.287 13.020 0.1795 0.6492 -0.8047 0.05
H 11.847 18.652 12.721 1.6516 -1.3174 -0.5873 0.12
H 14.757 14.188 16.056 0.6364 -0.1488 -0.1396 0.06
H 13.536 12.967 15.879 -0.2356 0.3401 -0.7339 0.09
H 14.413 13.584 14.341 0.5252 -0.9941 0.9922 0.05
H 11.709 14.661 16.544 -0.0500 -0.5772 -0.1662 0.07
H 12.827 15.949 16.831 0.0253 0.1488 -0.2493 0.06
H 11.542 16.093 15.577 -0.0151 0.3126 0.2402 0.08
H 13.487 14.414 11.872 -0.6812 -0.1190 0.0136 0.06
H 15.000 14.710 11.098 0.3432 0.0532 -0.9988 0.08
H 14.910 13.318 12.184 -0.6565 1.1882 -0.0672 0.11
H 16.397 14.028 13.457 1.1707 -1.4040 0.4528 0.04
H 16.523 15.605 14.340 0.3387 -0.1987 -0.3514 0.07
H 16.924 15.486 12.528 0.1112 -0.5144 1.1190 0.12
O 20.362 12.768 18.111 -0.4790 0.3038 -0.0080 -0.28
P 19.564 11.827 17.305 0.1131 -2.2651 -1.2320 0.51
N 18.383 12.499 16.356 -0.9290 1.4137 0.8931 -0.31
C 17.612 11.711 15.425 0.7054 -0.4597 -0.8611 -0.12
C 17.901 13.872 16.593 0.5527 -0.0754 0.3248 -0.09
N 18.727 10.569 18.088 0.4741 1.1150 0.0920 -0.29
C 19.608 9.833 19.068 -1.1646 0.7439 -2.2433 -0.07
C 17.443 11.060 18.643 1.5970 -0.9733 2.4801 -0.10
N 20.530 10.947 16.226 1.2827 1.5854 -0.1963 -0.29
C 21.627 11.746 15.555 -1.4578 0.6298 1.7036 -0.08
C 20.509 9.585 15.760 -0.6194 -0.4546 1.4786 -0.14
H 17.843 10.653 15.623 -0.2448 0.2303 -0.2824 0.07
H 17.935 11.943 14.358 -0.6571 -0.2295 1.0670 0.10
H 16.526 11.856 15.562 0.4022 0.0685 -0.1485 0.08
H 17.903 14.362 15.634 0.0498 0.4964 -0.3222 0.05
H 18.640 14.331 17.251 -0.0940 0.2424 -0.1319 0.06
H 16.897 14.078 17.048 0.5238 -0.9875 -0.1922 0.08
H 19.108 8.904 19.275 0.0366 -0.4126 0.4760 0.08
H 20.514 9.682 18.503 0.4839 -0.4217 0.2110 0.06
H 19.820 10.446 19.906 0.1253 0.3558 1.1314 0.05
H 17.065 10.197 19.214 -0.0604 0.5284 0.2539 0.09
H 17.573 11.954 19.321 -0.2076 -0.8787 -0.5207 0.08
H 16.697 11.258 17.945 -0.9074 0.5002 -1.5982 0.04
H 21.578 11.800 14.488 -0.5999 -0.1381 -0.8074 0.07
H 21.621 12.780 15.963 -0.0210 -0.6862 -0.2795 0.08
H 22.571 11.319 15.786 0.9629 -0.5040 0.4072 0.06
H 19.910 8.914 16.424 0.3059 0.6600 -0.6355 0.09
H 21.509 9.180 15.715 0.5360 -0.0970 0.2448 0.07
H 20.154 9.546 14.762 -0.7230 -0.2534 -1.1473 0.06
O 8.622 10.714 21.673 -0.5696 0.4258 -0.0615 -0.29
P 9.931 10.919 21.029 -0.4542 -1.0233 -1.1251 0.47
N 10.758 9.502 21.171 -0.1560 -1.7080 1.6957 -0.31
C 11.973 9.078 20.505 -0.0385 0.7622 -0.2743 -0.12
C 10.169 8.462 22.132 1.4386 2.0308 0.8072 -0.07
N 10.837 12.170 21.607 0.3541 0.8292 0.5659 -0.29
C 10.009 13.394 21.706 0.3269 0.7526 -0.9392 -0.10
C 11.664 11.956 22.790 -1.1903 -0.6651 0.9673 -0.10
N 9.811 11.267 19.381 -0.7037 0.6719 -0.2176 -0.31
C 8.471 11.442 18.708 0.5741 -1.7261 0.8402 -0.09
C 10.895 11.880 18.638 0.4166 0.0351 -0.6412 -0.17
H 11.899 8.044 20.086 0.0367 0.6089 0.6502 0.09
H 12.819 9.204 21.236 -0.2867 -0.3490 -1.1316 0.08
H 12.043 9.734 19.612 0.6633 -0.3156 0.5298 0.06
H 9.584 8.992 22.902 0.2042 -0.2970 -0.4317 0.07
H 10.932 7.838 22.686 -0.4533 0.7420 -1.0293 0.10
H 9.515 7.900 21.542 -0.9535 -1.3502 -0.5546 0.05
H 10.502 14.301 22.101 0.3448 -0.8446 0.3116 0.07
H 9.779 13.707 20.684 -0.3620 -0.1769 -0.0741 0.07
H 9.080 13.247 22.246 -0.1037 -0.1468 0.1956 0.08
H 11.030 11.809 23.708 0.4321 -0.0340 -0.6176 0.11
H 12.319 11.086 22.689 -0.0497 0.3271 -0.1100 0.06
H 12.197 12.865 22.972 0.6820 0.4281 0.0424 0.05
H 8.314 10.609 17.873 0.2513 2.0039 1.5588 0.11
H 7.730 11.306 19.544 0.4147 0.0703 -1.1396 0.07
H 8.448 12.488 18.346 -0.2959 -0.6743 -0.2268 0.07
H 11.185 11.225 17.780 0.1780 0.3020 0.5954 0.08
H 11.769 12.158 19.268 -0.5984 -0.5183 -0.3593 0.07
H 10.564 12.814 18.154 -0.0708 -0.0279 0.2384 0.06
O 15.834 17.277 20.338 0.8256 2.0088 -1.6791 -0.33
P 16.026 18.521 19.464 -0.9514 -1.8989 1.7347 0.58
N 16.743 19.743 20.370 -0.6858 -0.6788 0.8275 -0.30
C 16.601 19.634 21.864 -0.2283 -0.3295 -0.9222 -0.08
C 16.896 21.061 19.812 1.3290 0.8133 0.1298 -0.15
N 14.527 19.056 18.931 1.3935 -0.6631 -0.5259 -0.31
C 13.961 20.346 19.060 -2.1035 1.0594 -1.5323 -0.16
C 13.791 18.137 18.082 -0.8131 -2.2796 -0.2396 -0.14
N 16.938 18.197 18.095 -0.3209 1.2537 0.6122 -0.29
C 16.909 19.057 16.897 -1.1231 0.1250 -0.8063 -0.11
C 18.107 17.394 18.417 0.4914 0.6863 1.4280 -0.12
H 16.476 18.570 22.037 0.0356 -0.1106 0.2145 0.04
H 15.646 20.103 22.137 0.3767 0.2575 0.3761 0.08
H 17.466 19.973 22.484 -0.5677 0.1683 -0.9081 0.09
H 16.460 21.151 18.790 0.8284 -0.1315 0.5711 0.07
H 17.988 21.326 19.914 -0.8803 -0.0232 -0.8971 0.10
H 16.423 21.848 20.407 -0.4441 -0.2212 0.1544 0.07
H 12.851 20.196 19.194 0.9013 0.3501 0.2887 0.09
H 14.348 20.987 19.824 0.2981 -0.1482 0.8062 0.06
H 13.994 20.993 18.132 0.2572 -0.6826 0.4122 0.10
H 14.071 17.017 18.306 -0.7410 2.1553 0.2811 0.10
H 12.693 18.358 18.236 1.0078 -0.6753 0.0168 0.10
H 13.941 18.114 16.982 0.3691 0.9240 0.3537 0.05
H 16.925 18.366 16.033 0.2691 0.5220 0.1794 0.07
H 15.901 19.533 16.832 0.5480 -0.4970 0.1828 0.07
H 17.593 19.944 16.709 -0.0025 -1.3119 0.8924 0.09
H 18.506 16.976 17.516 0.3176 -0.4139 -0.4231 0.06
H 17.773 16.634 19.147 0.2839 0.0530 -0.6348 0.07
H 18.911 17.984 18.968 -0.6912 -0.4711 -0.8359 0.10
O 10.896 16.131 24.231 0.3135 -0.5369 0.1210 -0.29
P 12.154 16.901 24.178 1.4213 0.6663 -0.5809 0.53
N 13.601 16.069 24.565 -0.5187 1.2052 -0.9431 -0.28
C 15.025 16.473 24.293 -1.4876 1.1015 1.2207 -0.07
C 13.474 15.255 25.740 -0.4522 -0.6975 -0.8009 -0.14
N 12.050 18.177 25.244 0.1250 1.1275 0.3733 -0.29
C 13.207 19.149 25.381 -2.0852 -0.7746 -1.4712 -0.07
C 10.716 18.582 25.788 0.3179 -1.4632 -0.1318 -0.10
N 12.558 17.516 22.647 -0.5844 0.7041 1.0315 -0.29
C 12.759 16.554 21.582 -0.9020 0.2705 -0.2484 -0.11
C 11.915 18.768 22.192 -1.5645 -0.5092 0.4542 -0.10
H 15.485 15.724 23.709 0.8049 -0.8095 -0.5305 0.04
H 15.545 16.617 25.269 -0.2296 -0.3585 -0.5287 0.10
H 15.120 17.440 23.789 -0.3381 -0.3481 -0.2489 0.05
H 13.757 15.752 26.616 0.6369 1.1275 1.5481 0.06
H 14.151 14.420 25.634 -0.1430 -0.7444 0.0754 0.08
H 12.429 14.987 25.883 0.0727 -0.5380 -0.1652 0.08
H 13.434 19.352 26.404 0.5259 -0.3351 0.7847 0.07
H 14.028 18.805 24.738 -0.1411 0.1495 0.6881 0.05
H 12.854 20.096 24.977 0.1202 0.3184 -0.1922 0.06
H 10.787 18.875 26.821 0.4957 0.3278 0.5236 0.06
H 10.184 19.389 25.270 0.2771 -0.1860 -0.3522 0.07
H 10.098 17.653 25.838 0.3307 0.8769 -0.4715 0.08
H 13.225 15.649 21.933 0.4314 -0.1644 0.1732 0.06
H 11.824 16.257 21.073 -0.0515 0.1007 0.2700 0.09
H 13.354 17.076 20.869 0.8370 -0.1348 -0.7935 0.04
H 12.474 19.214 21.374 0.0474 -0.2808 -0.3210 0.05
H 11.935 19.522 22.988 -0.0603 -0.3036 0.0034 0.05
H 10.787 18.640 21.892 1.9625 0.0751 0.3235 0.12
O 17.764 14.395 23.548 -1.4164 0.0155 0.3040 -0.28
P 19.143 14.074 23.901 2.4779 0.2977 -0.6784 0.56
N 20.050 15.483 23.505 0.4236 -0.6708 0.7524 -0.31
C 21.493 15.467 23.256 0.5777 -1.3731 1.1270 -0.12
C 19.432 16.813 23.430 -0.4683 -0.9718 2.0860 -0.11
N 19.971 12.944 22.969 -1.2030 2.0733 0.0181 -0.28
C 19.761 13.335 21.554 0.9367 -1.3925 -0.9305 -0.12
C 19.865 11.523 23.140 1.1736 -0.7339 -0.5116 -0.11
N 19.318 13.417 25.425 0.1762 0.1775 -1.7969 -0.32
C 20.625 13.182 25.970 0.0713 0.8454 -0.1063 -0.11
C 18.191 13.513 26.286 -1.0904 -0.1505 0.3464 -0.12
H 22.056 14.712 23.956 -0.9182 1.7812 -1.1817 0.09
H 21.868 16.492 23.337 0.1581 -0.2662 0.4050 0.08
H 21.742 15.141 22.249 -0.1033 -0.1282 -0.3127 0.06
H 19.542 17.249 22.454 0.1169 0.3860 -0.3878 0.07
H 19.763 17.481 24.283 0.1081 -0.4671 -1.1295 0.10
H 18.387 16.610 23.655 -0.2805 0.3929 -0.4396 0.05
H 18.915 12.784 21.059 0.5254 0.5666 0.6307 0.07
H 19.676 14.403 21.401 -0.3487 0.0574 0.2646 0.07
H 20.674 13.046 21.012 -0.2703 -0.0734 -0.1320 0.08
H 18.920 11.109 22.837 -0.7205 -0.1318 -0.1662 0.08
H 20.627 11.156 22.439 -0.1989 -0.4834 0.1028 0.09
H 20.127 11.091 24.109 -0.0668 0.6711 0.1212 0.08
H 20.751 12.178 26.301 0.0045 -0.9339 0.4337 0.07
H 21.404 13.387 25.246 -0.0251 -0.0841 -0.2230 0.05
H 20.788 13.866 26.786 0.2598 0.2203 0.6418 0.08
H 18.216 14.460 26.825 -0.4517 0.2287 0.1374 0.08
H 18.155 12.724 27.042 0.2498 -0.1607 -0.1626 0.09
H 17.288 13.398 25.645 0.4329 0.4083 0.7700 0.08